[1]
The following is a quantum chemistry calculation of a gas-phase ion, C15H25N2O5 (charge +1) in a non-equilibrium geometry, from the OMol25 dataset.

Electronic energy = -1071.937836 Eh
Orbital gap = 8.767 eV
Structure (SMILES) = CCCCOc1ccc(C[NH+](CCO)CCO)cc1[N+](=O)[O-]
Charge = +1
Relative energy (zero: lowest compared OMol25 entry of this formula, charge and spin) = 0.198 eV

CARTESIAN COORDINATES (ANGSTROEM)
1 C 5.74193 -1.50336 -2.20444
2 C 4.33961 -1.63627 -2.78318
3 C 3.72042 -0.26893 -3.07117
4 C 2.28713 -0.39803 -3.58460
5 H 1.88421 0.56806 -3.90781
6 H 2.25574 -1.09212 -4.42724
7 O 1.43094 -0.99779 -2.61898
8 C 0.96598 -0.31920 -1.58461
9 C 1.11073 1.06079 -1.35902
10 C 0.46949 1.69216 -0.31461
11 C -0.28938 0.97802 0.61276
12 C -0.37460 -0.39235 0.45292
13 C 0.18087 -1.02448 -0.64800
14 N -0.18091 -2.40573 -0.83667
15 O -1.28968 -2.70143 -0.40694
16 O 0.56969 -3.15552 -1.39462
17 H -0.88563 -1.01950 1.16742
18 C -1.04712 1.66022 1.71998
19 N -2.40874 1.08222 1.88796
20 C -3.11071 1.63830 3.07055
21 H -2.79969 2.67508 3.21034
22 H -4.18682 1.60780 2.90157
23 C -2.79558 0.82265 4.32490
24 O -1.40043 0.83455 4.53058
25 H -1.19289 0.48078 5.40146
26 H -3.15597 -0.20841 4.19394
27 H -3.32795 1.27233 5.17067
28 C -3.22454 1.07998 0.65212
29 H -3.85880 1.96350 0.59883
30 H -2.54851 1.07533 -0.20418
31 C -4.05997 -0.22560 0.66661
32 O -3.28757 -1.25722 1.23036
33 H -2.88896 -1.83578 0.55709
34 H -4.40273 -0.46035 -0.34122
35 H -4.93940 -0.10235 1.30654
36 H -2.30590 0.05283 2.05902
37 H -0.53280 1.54193 2.67826
38 H -1.14655 2.72596 1.50126
39 H 0.56979 2.76195 -0.21173
40 H 1.70603 1.65263 -2.03398
41 H 4.30746 0.25181 -3.82903
42 H 3.73560 0.33366 -2.15942
43 H 4.38122 -2.21179 -3.70929
44 H 3.70223 -2.18211 -2.08470
45 H 6.16726 -2.48524 -2.01732
46 H 6.39270 -0.97485 -2.89710
47 H 5.72279 -0.95416 -1.26527

[2]
The following is a quantum chemistry calculation of 2 unconnected molecules or ions with the total composition C4H13N2O3Si in a non-equilibrium geometry, from the OMol25 dataset.

Electronic energy = -784.673425 Eh
Orbital gap (alpha / beta) = 7.828 / 6.145 eV
Charge = +1
Relative energy (zero: lowest compared OMol25 entry of this formula, charge and spin) = 2.642 eV

CARTESIAN COORDINATES (ANGSTROEM)
1 C 0.11823 0.38509 -2.17478
2 C 0.55866 -1.99219 -0.47686
3 C -0.23010 -0.76986 -0.05507
4 C -0.58867 2.40866 0.52066
5 N 0.22352 -2.42702 -1.86614
6 N -0.06550 0.30061 -0.98934
7 O 0.19947 3.55152 2.95463
8 O 1.91675 1.79368 1.58518
9 O -0.18435 0.87157 2.86384
10 Si 0.45322 2.18617 2.10082
11 H 0.34723 1.32495 -2.70095
12 H 0.38234 -0.57870 -2.75216
13 H 0.43146 -2.77414 0.29276
14 H 1.67794 -1.71463 -0.40083
15 H -1.28794 -0.82837 0.01170
16 H 0.11690 -0.61491 0.86900
17 H -1.48201 1.77280 0.45958
18 H -0.71066 3.25916 -0.12245
19 H -0.60057 -3.16512 -1.76644
20 H 0.88800 -2.93496 -2.38899
21 H 0.61435 4.41599 3.12401
22 H 2.48955 2.39427 1.30782
23 H -0.59989 1.06822 3.67926

[3]
The following is a quantum chemistry calculation of a molecular structure, C22H20N3O4Pd in a non-equilibrium geometry, from the OMol25 dataset.

Electronic energy = -1443.555425 Eh
Orbital gap = 7.084 eV
Charge = -1
Relative energy (zero: lowest compared OMol25 entry of this formula, charge and spin) = 1.814 eV

CARTESIAN COORDINATES (ANGSTROEM)
1 Pd 0.30787 -0.85760 1.17383
2 C 2.87706 1.25618 0.55957
3 C 1.55275 1.82101 0.04531
4 C 1.28187 1.51813 -1.40561
5 C 1.53115 2.49477 -2.36285
6 C 1.24611 2.28337 -3.70094
7 C 0.67371 1.08605 -4.09109
8 C 0.41892 0.07541 -3.17039
9 C -0.33778 -1.15362 -3.62266
10 C -1.77732 -1.14434 -3.10415
11 C 0.77264 0.28208 -1.82616
12 N 0.58032 -0.80386 -0.90764
13 C 1.28769 -1.87995 -1.16035
14 C 1.20083 -3.03015 -0.34439
15 C 1.84953 -4.27100 -0.37139
16 C 1.39097 -4.94807 0.75402
17 C 0.51217 -4.07825 1.42208
18 N 0.36718 -2.93905 0.74267
19 H 3.02215 1.50957 1.60993
20 H 3.71641 1.65513 -0.01331
21 H 2.90300 0.16713 0.47597
22 H 1.53424 2.90432 0.18326
23 H 0.70888 1.42916 0.62138
24 H 1.93843 3.44556 -2.03964
25 H 1.44030 3.05795 -4.43175
26 H 0.40307 0.92671 -5.12849
27 H 0.14530 -2.07604 -3.30244
28 H -0.33836 -1.17132 -4.71476
29 H -1.78916 -1.16373 -2.01379
30 H -2.32755 -2.01431 -3.46464
31 H -2.29704 -0.24381 -3.43481
32 H 2.02511 -1.92050 -1.96283
33 H 2.56251 -4.61184 -1.10514
34 H 1.64999 -5.94920 1.05956
35 H -0.02094 -4.24666 2.34534
36 O -4.84359 3.54324 3.33946
37 C -3.87068 3.17857 4.02365
38 O -3.53937 3.43804 5.19134
39 C -2.90683 2.19980 3.28617
40 C -3.14998 1.83935 1.96569
41 C -2.27963 0.98678 1.31699
42 N -1.21462 0.47191 1.93290
43 C -0.97385 0.80285 3.21214
44 C -1.79052 1.66501 3.91768
45 C 0.21406 0.09876 3.81611
46 O 0.67018 0.39167 4.89789
47 O 0.68696 -0.88557 3.08208
48 H -4.02304 2.24817 1.47599
49 H -2.41994 0.69444 0.28305
50 H -1.57114 1.91777 4.94518

[4]
The following is a quantum chemistry calculation of C6H4N2 in the gas phase in a non-equilibrium geometry, from the OMol25 dataset.

Electronic energy = -340.434483 Eh
Orbital gap = 9.343 eV
Structure (SMILES) = N#Cc1ccccn1
Relative energy (zero: lowest compared OMol25 entry of this formula, charge and spin) = 2.319 eV

CARTESIAN COORDINATES (ANGSTROEM)
1 C -2.25400 -0.92136 0.32481
2 C -1.02965 -0.21963 0.31461
3 C 0.07379 -1.01436 -0.20509
4 C 1.21263 -0.53702 -0.28102
5 C 1.34906 0.88126 -0.41746
6 C 0.23385 1.55027 0.03992
7 H -0.08130 -2.17583 -0.19492
8 H 2.24217 -1.05869 -0.09921
9 H 2.19500 1.53159 -0.92383
10 H 0.29115 2.51296 0.61579
11 N -3.19588 -1.63733 0.40210
12 N -1.03682 1.08814 0.42428

[5]
The following is a quantum chemistry calculation of 2 unconnected molecules or ions with the total composition C9H15O3 in a non-equilibrium geometry, from the OMol25 dataset.

Electronic energy = -577.573713 Eh
Orbital gap = 6.062 eV
Charge = -1

CARTESIAN COORDINATES (ANGSTROEM)
1 C -3.22536 0.34869 2.32235
2 C -2.69223 1.55535 2.03564
3 C -2.03183 1.92600 0.72764
4 C -0.94938 0.91997 0.32950
5 C -0.05820 1.85679 -0.49048
6 C -0.00293 2.98045 0.50988
7 O 0.90988 3.60309 0.96365
8 O -1.30039 3.16714 0.94373
9 H -2.86736 -0.20948 3.18146
10 H -4.00926 -0.08348 1.70819
11 H -2.69018 2.35348 2.77688
12 H -2.76138 2.13120 -0.06749
13 H -1.23504 0.01729 -0.19694
14 H -0.36743 0.73954 1.23466
15 H 0.91334 1.43781 -0.73099
16 H -0.54976 2.18196 -1.41016
17 C 3.05299 -1.61323 -0.75976
18 C 1.59275 -2.11596 -0.82962
19 C 1.48148 -3.04903 -2.05791
20 O 0.73067 -1.08216 -0.92732
21 H 3.28823 -1.03218 -1.65623
22 H 3.18720 -0.97441 0.11658
23 H 3.77709 -2.43910 -0.68699
24 H 1.45890 -2.78067 0.06653
25 H 1.69649 -2.48645 -2.97095
26 H 0.46977 -3.45596 -2.12756
27 H 2.18194 -3.89665 -2.00429

[6]
The following is a quantum chemistry calculation of 2 unconnected molecules or ions with the total composition C5H9FSi in a non-equilibrium geometry, from the OMol25 dataset.

Electronic energy = -585.115935 Eh
Orbital gap (alpha / beta) = 6.933 / 6.935 eV
Relative energy (zero: lowest compared OMol25 entry of this formula, charge and spin) = 4.334 eV

CARTESIAN COORDINATES (ANGSTROEM)
1 C 2.79154 0.28658 0.39963
2 C 1.75610 -0.16778 0.02388
3 C 4.08621 0.78506 0.66048
4 C -2.31326 -1.70275 0.46562
5 C -1.97217 0.67757 -1.46659
6 F -2.06493 0.89083 1.41218
7 Si -1.50372 -0.07418 0.10543
8 H 4.24615 0.92501 1.73267
9 H 4.89869 0.13823 0.31473
10 H 4.24443 1.67041 0.16634
11 H -2.61577 -2.23936 -0.38493
12 H -1.76238 -2.44836 0.99375
13 H -3.15894 -1.36788 1.15892
14 H -1.20404 1.25592 -2.06176
15 H -2.52602 -0.04956 -2.10635
16 H -2.90193 1.42024 -1.41399

[7]
The following is a quantum chemistry calculation of a molecular structure, C31H49AlClP2 in a non-equilibrium geometry, from the OMol25 dataset.

Electronic energy = -2595.421261 Eh
Orbital gap (alpha / beta) = 5.440 / 5.360 eV
Charge = +1
Relative energy (zero: lowest compared OMol25 entry of this formula, charge and spin) = 0.000 eV

CARTESIAN COORDINATES (ANGSTROEM)
1 Al -0.66788 0.59365 -1.75991
2 C -0.07916 -3.01075 1.93815
3 C 1.30351 -3.06472 1.58983
4 C 0.97983 -1.33447 3.08589
5 C -0.28669 -1.96230 2.87502
6 C 1.97497 -2.06951 2.35775
7 C -1.14965 -3.88874 1.44083
8 H -0.85950 -4.42159 0.53738
9 H -2.04029 -3.30144 1.19736
10 H -1.42503 -4.62849 2.19078
11 C -1.60587 -1.56621 3.40891
12 H -2.42569 -1.80068 2.72167
13 H -1.61123 -0.49200 3.58135
14 H -1.92765 -2.03048 4.35587
15 C 1.23793 -0.14463 3.91076
16 H 1.03774 -0.27406 4.98669
17 H 0.62437 0.68754 3.54669
18 H 2.27883 0.16863 3.82199
19 C 3.44614 -1.88436 2.46421
20 H 3.75633 -2.35520 3.40365
21 H 3.77399 -0.83264 2.51442
22 H 4.01332 -2.37643 1.66202
23 C 1.97287 -4.15944 0.82528
24 H 2.06651 -5.06009 1.45274
25 H 2.98376 -3.89165 0.48704
26 H 1.39811 -4.45300 -0.06493
27 C -1.49639 0.61770 -3.50053
28 C -1.87926 -0.88785 -3.67355
29 C -0.83921 -1.77961 -4.41261
30 C 0.56527 -1.38665 -4.04951
31 C 0.70467 -0.52731 -2.78161
32 C 1.02869 0.87025 -2.94557
33 C 0.70203 1.62906 -4.25348
34 C -0.71168 1.24421 -4.66010
35 H -1.02805 -1.71601 -5.47850
36 H 1.03093 -0.93413 -4.91234
37 H -0.99897 -2.83372 -4.17979
38 H -0.67542 0.58268 -5.51791
39 H -2.33832 1.27385 -3.24163
40 H -2.79594 -0.94862 -4.27057
41 H -1.25211 2.11991 -5.01976
42 H 0.74056 2.72235 -4.08397
43 H 1.94931 1.28092 -2.50035
44 H 1.41229 1.46706 -5.07578
45 H 1.19046 -2.27062 -3.89194
46 H 1.32696 -1.03570 -2.00842
47 P -2.07582 -1.60061 -2.05498
48 P 1.62088 1.52202 0.33940
49 C -0.33808 2.64354 -1.37975
50 C 1.03011 2.97760 -0.80334
51 H -0.97444 3.53259 -1.15611
52 H -0.41089 2.60479 -2.48427
53 H 1.79942 3.12970 -1.54420
54 H 1.01735 3.85040 -0.12510
55 C 2.47025 2.41828 1.67363
56 H 2.85650 1.69377 2.41432
57 H 1.70123 3.04031 2.16018
58 H 3.28350 3.03892 1.26045
59 C 3.05325 0.60254 -0.39845
60 H 3.51498 1.10414 -1.26043
61 H 2.71225 -0.40062 -0.70509
62 H 3.79786 0.42842 0.39162
63 C -3.65133 -0.91927 -1.45966
64 H -3.93285 -1.58493 -0.64338
65 H -4.38576 -0.90625 -2.25271
66 H -3.48733 0.08559 -1.05612
67 C -0.98748 -3.02249 -1.71278
68 H -0.58294 -2.86158 -0.72669
69 H -0.12764 -3.18780 -2.37056
70 H -1.61266 -3.91343 -1.72423
71 Cl -2.29934 4.49761 0.27299
72 C -1.62708 3.84243 1.72086
73 C -1.24669 4.80626 2.65713
74 C -1.05645 4.47479 4.00453
75 C -1.17601 3.11985 4.35045
76 C -1.42870 2.14942 3.39574
77 C -1.65608 2.42934 2.01463
78 C -1.92196 1.43909 1.05649
79 H -1.16689 5.85452 2.36587
80 H -0.91420 5.24309 4.76450
81 H -1.05054 2.83239 5.39008
82 H -1.53571 1.11327 3.72092
83 H -2.81824 1.59121 0.46627
84 H -1.79789 0.39643 1.36427

- Which value of electronic energy does entry 3 give?
  -1443.555425 Eh

- What is the formula in the first record?
  C15H25N2O5

- Which formula does entry 6 have?
  C5H9FSi